Entry from the Open Molecules 2025 dataset: a cluster of 10 separate species, H20O10 in total (ωB97M-V/def2-TZVPD).

Each line ends with the Mulliken spin population.
CARTESIAN COORDINATES (ANGSTROEM)
O -0.29836 1.30523 1.75663  -0.0010
H 0.56709 1.07030 2.09136  0.0000
H -0.71293 1.78113 2.47627  0.0000
O 1.80853 2.06012 -1.82973  0.4515
H 2.06981 2.93122 -1.53116  -0.0145
H 1.99454 1.48597 -1.08678  -0.0208
O -0.66337 -0.35683 -0.59579  0.0035
H -0.59356 -1.16931 -0.09455  0.0010
H -0.47393 0.33392 0.03919  0.0007
O 2.65869 0.26473 0.03920  0.0015
H 2.55309 0.55985 0.94362  0.0000
H 2.23041 -0.59095 0.01442  -0.0001
O 0.62436 3.49264 0.52756  0.0409
H -0.20378 3.94660 0.37161  -0.0015
H 0.39836 2.77940 1.12459  -0.0017
O 1.24698 -1.80670 1.05429  0.0008
H 1.02395 -2.65747 0.67654  -0.0001
H 1.19852 -1.94405 2.00034  -0.0002
O -2.53655 -0.73673 2.17281  -0.0001
H -1.69990 -0.35681 2.44097  0.0000
H -2.30136 -1.40499 1.52911  0.0000
O -1.75011 -3.19712 0.74737  -0.0004
H -1.12823 -3.92017 0.66560  0.0000
H -2.54945 -3.60463 1.08086  0.0000
O -0.01337 -1.77069 -2.72289  0.2108
H -0.20717 -1.16715 -2.00566  -0.0111
H -0.82562 -2.26087 -2.85017  -0.0053
O -0.98543 1.38972 -3.24715  0.3722
H -0.76538 2.30291 -3.43127  -0.0098
H -0.66587 1.24059 -2.35727  -0.0163

Output
DFT total energy = -763.99204 Ha
Charge = +1
Multiplicity = 2
Kohn-Sham gap (spin up / spin down) = 0.39179 / 0.13390 Ha
Relative energy (zero: lowest compared OMol25 entry of this formula, charge and spin) = 76.0 kJ/mol
HOMO level (spin up / spin down) = -14.0 / -13.9 eV